{
  "formula": "C5H7NO2",
  "method": "the ωB97M-V functional and the def2-TZVPD basis",
  "energy_ha": -399.82843,
  "e_above_lowest_kcal_mol": 86.05,
  "orbital_gap_ev": 9.39,
  "smiles": "Cc1cnc(CO)o1",
  "species": ["O", "O", "N", "C", "C", "C", "C", "C", "H", "H", "H", "H", "H", "H", "H"],
  "coordinates": [[0.581, 1.565, 2.080], [0.163, 0.579, -0.166], [0.725, -1.413, 0.498], [1.576, 0.501, 1.871], [1.000, -0.156, 0.640], [-1.627, 0.009, -1.957], [-0.458, -0.234, -1.059], [0.003, -1.466, -0.677], [1.192, -0.294, 2.833], [-2.613, -0.100, -1.300], [-1.536, 1.202, -2.457], [-0.275, -2.464, -1.039], [2.663, 0.883, 1.781], [-1.737, -0.909, -2.428], [0.343, 2.296, 1.378]],
  "forces_ev_per_a": [[0.089, 2.126, 0.092], [0.678, 2.412, -0.644], [1.941, 0.141, -1.209], [-2.738, 0.173, 0.874], [-2.155, -1.191, 0.395], [-0.898, 4.795, 2.677], [1.034, -2.519, 1.383], [-1.332, -1.351, 0.037], [2.152, 2.400, -2.906], [1.883, 1.119, -1.039], [-0.630, -4.128, 0.838], [0.005, 0.680, -0.101], [-1.775, -0.864, 0.520], [0.159, -1.034, -2.411], [1.588, -2.759, 1.495]],
  "nbo_charge": [-0.7706, -0.4334, -0.4467, -0.1104, 0.4342, -0.6522, 0.2365, -0.1290, 0.2462, 0.2309, 0.2388, 0.2041, 0.2117, 0.2417, 0.4982]
}

***

{
  "formula": "C12H18N3O",
  "method": "the ωB97M-V functional and the def2-TZVPD basis",
  "energy_ha": -707.14094,
  "e_above_lowest_kcal_mol": 16.04,
  "orbital_gap_ev": 9.44,
  "charge": 1,
  "species": ["O", "N", "N", "N", "C", "C", "C", "C", "C", "C", "C", "C", "C", "C", "C", "C", "H", "H", "H", "H", "H", "H", "H", "H", "H", "H", "H", "H", "H", "H", "H", "H", "H", "H"],
  "coordinates": [[0.069, 0.348, 0.537], [0.422, -0.288, 3.275], [-2.849, 1.341, -1.313], [2.144, -0.721, -1.640], [-1.726, 2.806, -0.111], [0.033, -0.804, -2.224], [-2.858, 1.996, -0.086], [-0.057, -1.510, 2.982], [-1.820, 1.759, -2.119], [2.026, -1.343, 2.097], [0.250, -2.031, -1.418], [1.172, 0.009, -2.299], [-0.934, 2.594, -1.418], [1.762, -0.209, 2.767], [1.627, -2.002, -1.174], [0.809, -2.145, 2.164], [-3.656, 0.938, -1.805], [-0.772, 0.771, 0.166], [0.126, -0.370, 1.223], [2.261, 0.696, 3.017], [3.124, -0.392, -1.612], [-1.124, -1.792, 3.219], [0.045, 3.087, -1.900], [-1.764, 1.574, -3.228], [-0.328, -2.832, -1.183], [1.444, 1.023, -2.648], [-0.870, -0.364, -2.789], [-3.826, 1.769, 0.536], [3.045, -1.791, 1.623], [0.471, -0.256, -0.055], [2.514, -2.817, -0.809], [-1.383, 3.784, 0.622], [-0.053, 0.349, 3.817], [0.680, -3.177, 1.788]],
  "forces_ev_per_a": [[-0.262, 0.960, 1.097], [3.175, -1.283, -1.299], [-0.462, 0.007, -1.837], [0.285, -1.433, 0.358], [2.666, 2.952, 0.855], [-1.639, 1.649, -1.000], [-0.917, -0.317, -0.374], [-3.093, -0.459, -0.415], [1.664, 1.107, -0.494], [1.746, -2.573, -1.438], [3.958, 3.761, -2.161], [0.146, -2.199, 1.187], [-1.929, 0.142, 0.256], [-1.916, 0.994, 1.554], [3.104, 0.549, 0.116], [1.335, -1.545, -0.352], [0.417, 0.137, 1.017], [0.406, -0.420, 0.625], [-1.451, 0.415, 1.402], [0.748, 0.265, -0.135], [-0.990, -0.787, 0.178], [1.553, 0.330, -0.095], [-2.674, -1.053, 1.670], [-0.287, -0.275, 1.580], [-1.888, -1.876, 0.314], [-0.703, -1.005, 0.000], [1.209, -1.603, 1.489], [2.533, 1.010, -0.846], [-2.735, 1.737, 1.248], [1.084, -0.829, -3.416], [-3.183, 2.492, -0.840], [-1.256, -3.543, -1.827], [-0.788, 1.751, 1.372], [0.142, 0.941, 0.211]],
  "nbo_charge": [-0.8532, -0.5368, -0.5463, -0.5578, -0.3424, -0.3354, -0.1291, -0.0679, -0.0590, -0.2994, -0.3478, -0.0835, -0.3606, -0.0950, -0.0716, -0.3691, 0.4317, 0.5948, 0.5810, 0.2360, 0.4308, 0.2411, 0.2670, 0.2385, 0.2434, 0.2433, 0.2434, 0.2646, 0.2642, 0.5674, 0.2607, 0.2727, 0.4226, 0.2520]
}

***

{
  "formula": "C29H41Cl5IN7O3PSc",
  "method": "the ωB97M-V functional and the def2-TZVPD basis",
  "energy_ha": -5439.55097,
  "e_above_lowest_kcal_mol": 29.29,
  "orbital_gap_ev": 7.18,
  "species": ["I", "Sc", "Cl", "Cl", "Cl", "Cl", "Cl", "P", "O", "O", "O", "N", "N", "N", "N", "N", "N", "N", "C", "C", "C", "C", "C", "C", "C", "C", "C", "C", "C", "C", "C", "C", "C", "C", "C", "C", "C", "C", "C", "C", "C", "C", "C", "C", "C", "C", "C", "H", "H", "H", "H", "H", "H", "H", "H", "H", "H", "H", "H", "H", "H", "H", "H", "H", "H", "H", "H", "H", "H", "H", "H", "H", "H", "H", "H", "H", "H", "H", "H", "H", "H", "H", "H", "H", "H", "H", "H", "H"],
  "coordinates": [[3.934, 2.638, 0.828], [1.564, 0.496, -0.192], [2.496, -0.679, 4.350], [7.089, -3.315, 3.854], [3.991, -2.337, -0.494], [5.530, -0.958, 5.331], [6.072, -4.156, 1.055], [-2.481, -1.632, 3.188], [-0.386, -0.389, 0.343], [1.103, -1.261, -1.104], [2.537, -0.567, 1.342], [1.624, 0.485, -4.757], [-0.026, 2.457, 2.176], [1.597, 1.392, -2.461], [-1.769, -0.730, -3.151], [3.480, 0.465, -3.509], [0.238, 2.346, -0.191], [-1.260, 3.855, 1.017], [-1.126, -2.143, -1.150], [-3.903, -1.745, 2.115], [4.380, -2.055, 1.155], [3.777, -1.073, 3.275], [-0.337, 2.836, 0.903], [0.582, 1.174, 2.600], [0.025, 3.035, -1.465], [-4.189, -2.790, 1.262], [-0.109, -1.171, -0.618], [-3.327, -1.718, 4.799], [-6.022, -0.714, 1.533], [3.845, -0.267, -4.757], [-1.945, 4.679, 0.030], [-1.257, -2.029, -2.681], [2.182, 0.859, -3.534], [-5.431, -2.870, 0.595], [5.420, -2.741, 1.814], [0.403, 0.889, -5.437], [5.856, -2.364, 3.098], [-0.642, 3.249, 3.221], [5.002, -1.497, 3.792], [4.390, 0.742, -2.423], [2.506, -0.481, -5.454], [-4.817, -0.686, 2.255], [-1.755, -3.372, 3.169], [-6.292, -1.760, 0.651], [0.399, 2.188, -2.697], [-1.593, 4.147, 2.413], [3.535, -1.206, 1.885], [-6.748, 0.053, 1.728], [-0.486, 0.849, -4.783], [-1.193, 2.611, 3.898], [4.563, 0.321, -5.358], [-0.323, -2.223, -3.229], [-3.381, -3.547, 1.038], [5.423, 0.518, -2.673], [0.232, 0.229, -6.282], [2.527, -0.180, -6.501], [0.584, 4.015, -1.547], [-2.515, -4.156, 3.373], [0.180, 0.959, 3.582], [-4.140, -2.452, 4.843], [4.154, 0.134, -1.547], [0.336, 0.356, 1.929], [-0.461, 1.536, -2.933], [-3.737, -0.722, 4.994], [-2.645, 3.904, 2.560], [2.184, -1.521, -5.429], [-2.104, -1.966, -0.704], [-1.500, 5.241, 2.676], [-1.954, -2.852, -2.906], [-2.688, -0.620, -2.707], [4.301, 1.817, -2.143], [-1.006, -3.426, 3.999], [-4.649, 0.079, 3.021], [-2.353, 4.097, -0.785], [-2.748, 5.260, 0.523], [-2.635, -1.924, 5.638], [-1.216, -3.581, 2.231], [4.319, -1.213, -4.464], [-1.914, -0.790, -4.147], [0.490, 2.919, -3.537], [-5.669, -3.822, 0.100], [0.462, 1.901, -5.836], [1.653, 1.336, 2.668], [-0.891, -3.204, -0.943], [-7.152, -1.683, 0.017], [0.126, 3.844, 3.745], [-1.296, 5.429, -0.421], [-1.016, 3.248, -1.664]],
  "forces_ev_per_a": [[-0.652, -0.485, -0.294], [1.715, 1.553, 1.043], [0.123, 0.520, -0.030], [-0.048, 0.594, 0.113], [0.060, -0.171, -0.068], [-0.219, -0.046, 0.494], [0.182, 0.335, -0.082], [1.898, -0.756, 0.312], [0.620, -0.548, -1.849], [-1.980, 0.508, 0.186], [-0.437, -0.071, -0.898], [0.397, -0.543, 0.152], [-0.134, -1.370, -0.226], [0.913, -0.057, -0.833], [-0.331, -0.351, 1.109], [-0.569, -0.628, -1.333], [-0.413, -0.004, 0.808], [-0.043, 0.569, 0.039], [-0.100, 0.219, -0.930], [-0.668, 0.751, 0.039], [0.613, -0.340, 0.968], [0.928, -0.775, -0.234], [0.244, 0.538, 0.037], [0.259, 1.511, -0.452], [0.654, 0.506, -0.738], [0.209, -1.101, -0.920], [0.642, -1.694, 0.574], [-0.274, 0.124, 0.889], [1.224, -0.141, 0.378], [0.488, 0.116, 1.026], [0.122, 0.367, -0.003], [-0.291, -0.625, -0.251], [-0.484, -0.415, 0.772], [0.693, 0.462, 0.148], [-0.083, 0.159, -0.301], [-0.563, 0.211, 0.768], [-1.165, -0.762, -1.160], [-0.060, 0.792, -0.978], [0.272, 0.009, 0.185], [-0.399, 0.904, 0.507], [0.087, 1.408, -0.074], [-1.010, -0.701, -0.112], [0.027, 0.124, 0.473], [0.527, -0.603, 0.393], [-0.634, -0.047, 0.183], [0.027, 0.765, 0.201], [-0.681, 0.816, -0.041], [-0.202, 0.325, -0.300], [0.540, -0.134, -0.348], [0.020, -0.100, 0.351], [-0.306, -0.173, 0.258], [-0.082, -0.035, 0.532], [-1.245, 0.572, 0.603], [-0.035, -0.038, -0.372], [0.078, -0.182, 0.022], [0.263, -0.131, -0.091], [-0.327, -0.983, 0.500], [0.351, 0.451, -0.281], [-0.010, -0.231, 0.085], [0.125, 0.093, -0.098], [0.043, 0.092, 0.067], [-0.094, 0.233, 0.469], [0.237, 0.164, 0.229], [-0.118, -0.169, 0.095], [-0.117, -0.144, 0.210], [-0.367, -0.022, 0.399], [-0.003, 0.232, 0.138], [0.196, -1.039, -0.471], [0.127, 0.082, -0.404], [0.306, 0.273, -0.416], [0.140, -0.791, -0.047], [-0.526, 0.168, -0.686], [-0.023, -0.125, -0.468], [-0.407, -0.056, 0.148], [0.312, -0.612, -0.106], [-0.101, 0.068, -0.576], [-0.261, 0.063, 0.326], [-0.050, 0.208, -0.255], [-0.164, 0.036, -0.160], [0.175, -0.561, 0.451], [-0.011, 0.795, -0.244], [0.140, 0.130, -0.039], [0.126, -0.249, 0.107], [0.398, 0.636, 0.145], [-0.532, -0.328, 0.005], [-0.322, -0.320, 0.021], [0.225, 0.018, 0.028], [-0.186, 0.155, 0.186]],
  "lowdin_charge": [-0.1234, 0.9121, 0.7527, 0.6526, 0.7538, 0.6897, 0.6557, 0.8940, -0.0611, -0.1189, -0.2793, -0.0666, -0.0705, 0.0159, 0.0155, -0.0858, -0.0042, -0.0743, -0.0843, -0.4536, -0.5948, -0.5897, -0.3010, -0.0943, -0.2149, -0.1197, -0.5480, -0.3183, -0.0850, -0.0895, -0.0493, -0.2637, -0.3124, -0.0752, -0.6824, -0.0547, -0.7096, -0.1071, -0.7058, -0.0792, -0.1175, -0.1099, -0.2927, -0.0945, -0.2360, -0.1218, -0.4539, 0.0947, 0.0562, 0.1142, 0.1270, 0.1153, 0.1096, 0.0972, 0.0853, 0.1159, 0.1401, 0.0455, 0.0702, 0.0513, 0.0084, 0.0325, 0.0801, 0.0209, 0.1138, 0.1178, 0.1047, 0.1363, 0.1065, 0.0858, 0.0442, 0.0425, 0.0951, 0.0712, 0.0959, 0.0464, 0.0228, 0.1239, 0.0606, 0.1272, 0.1051, 0.0868, 0.0158, 0.1402, 0.0911, 0.1352, 0.0905, 0.0769]
}